# C28H50O15S

8 unconnected molecules or ions with the total composition C28H50O15S at a distorted geometry (the ωB97M-V functional and the def2-TZVPD basis, the OMol25 dataset).

Its spin multiplicity is 1. For the lowest unoccupied orbital energy, the calculation gives 0.2 eV. Its SMILES is C[C@H]1COC(=O)O1.C[C@H]1COC(=O)O1.C[C@H]1COC(=O)O1.O=S1(=O)CCCC1.CC(C)=O.CC(C)=O.CC(C)=O.CC(C)=O. Its energy above the lowest of the compared OMol25 structures with the same formula, charge and spin is 520.0 kJ/mol.

Geometry (Å):
C1 -1.2735 6.2515 7.4790
C2 -1.3962 4.8218 7.8824
C3 -0.0308 4.1279 7.7810
O1 0.4306 4.3407 9.0961
C4 -0.6004 4.5624 9.8782
O2 -0.4942 4.6371 11.1490
O3 -1.7135 4.7469 9.2462
H1 -0.4446 6.7310 7.9996
H2 -2.2567 6.6226 7.7683
H3 -1.1796 6.3537 6.3979
H4 -2.2480 4.3390 7.4034
H5 0.6649 4.5679 7.0665
H6 0.0485 3.0494 7.9176
C5 -0.0234 -1.5870 -0.8043
C6 -0.0258 -0.1099 -0.8343
C7 -0.9622 0.5718 -1.8128
O4 -1.4993 1.5834 -0.9541
C8 -1.2469 1.2673 0.2784
O5 -1.8263 1.8328 1.2174
O6 -0.3728 0.3885 0.4013
H7 -0.0088 -2.0358 -1.7975
H8 -0.8778 -1.9606 -0.2397
H9 0.8621 -1.9504 -0.2828
H10 0.9471 0.1896 -1.2239
H11 -1.7944 -0.0424 -2.1567
H12 -0.5292 0.9036 -2.7565
C9 -3.9329 -1.1117 -8.4601
C10 -5.2554 -0.3097 -8.6747
C11 -6.5087 -1.1311 -8.8216
O7 -7.3709 -0.5298 -7.8313
C12 -6.8444 0.4615 -7.3203
O8 -7.3891 1.2508 -6.4622
O9 -5.4999 0.6493 -7.7115
H13 -3.6272 -1.7630 -9.2789
H14 -4.0579 -1.6465 -7.5186
H15 -3.1038 -0.4050 -8.4238
H16 -5.0177 0.2102 -9.6028
H17 -6.1469 -2.1444 -8.6467
H18 -6.9894 -1.0798 -9.7986
O10 7.9082 -2.4343 -3.4099
S1 7.6675 -1.0644 -4.0192
O11 6.3953 -0.6831 -4.6231
C13 8.0069 0.3076 -2.7654
C14 9.1535 1.1757 -3.3586
C15 8.8843 1.1676 -4.8437
C16 8.9409 -0.4266 -5.1630
H19 8.2490 -0.1167 -1.7909
H20 7.1058 0.8792 -2.5431
H21 9.0529 2.1700 -2.9235
H22 10.1861 0.9193 -3.1221
H23 9.6076 1.5902 -5.5411
H24 7.9173 1.6350 -5.0293
H25 9.9235 -0.8481 -4.9511
H26 8.6658 -0.6591 -6.1918
C17 5.6666 -3.2946 5.4563
C18 6.0112 -3.8860 6.8048
C19 5.9175 -3.0171 7.9638
O12 6.5221 -5.0202 6.8565
H27 6.2544 -3.4490 4.5515
H28 5.7967 -2.2272 5.6346
H29 4.6491 -3.5612 5.1703
H30 6.7432 -3.3089 8.6128
H31 5.0167 -3.0644 8.5757
H32 6.1586 -2.0345 7.5583
C20 2.5510 -10.6610 1.8833
C21 2.7346 -9.2856 1.3685
C22 4.0364 -8.8972 0.6660
O13 1.9100 -8.4311 1.5027
H33 2.2786 -11.4162 1.1459
H34 1.6924 -10.5076 2.5371
H35 3.3528 -11.0598 2.5047
H36 4.6615 -9.7771 0.5139
H37 4.6176 -8.1439 1.1978
H38 3.6981 -8.5660 -0.3159
C23 -7.2339 -0.9114 2.2914
C24 -8.4098 -1.1136 3.2420
C25 -8.3877 -0.1858 4.4067
O14 -9.3376 -1.9196 3.1783
H39 -7.6510 -0.7649 1.2951
H40 -6.5303 -1.7375 2.1876
H41 -6.5658 -0.0930 2.5596
H42 -7.5805 -0.4962 5.0702
H43 -9.3058 -0.3317 4.9758
H44 -8.4528 0.8226 3.9983
C26 -3.6619 7.0301 -4.3026
C27 -4.8003 7.7357 -3.4757
C28 -6.1084 8.1569 -4.1713
O15 -4.5417 8.0442 -2.3168
H45 -3.6571 7.2875 -5.3617
H46 -4.0922 6.0290 -4.2764
H47 -2.7679 6.9543 -3.6836
H48 -6.3751 7.4882 -4.9897
H49 -5.9928 9.1153 -4.6777
H50 -6.8852 8.2329 -3.4104

Atomic forces in eV per Å
-0.92 0.15 -0.16
-0.01 -0.93 -1.98
-0.21 -1.12 0.66
1.38 1.40 1.16
1.60 0.71 7.99
-0.45 -0.46 -5.05
-0.99 -0.06 -0.02
-0.18 0.19 -0.01
0.28 0.90 -0.01
0.15 -0.01 0.05
0.39 -0.11 -0.49
-0.22 -0.18 -0.02
-0.83 -0.48 -2.13
-0.01 -1.32 0.34
1.44 -0.85 -3.01
-1.34 -0.60 0.02
-0.58 0.86 -2.97
-4.70 5.19 4.17
1.41 -1.33 -1.84
3.27 -2.86 1.65
-0.08 0.13 -0.05
-0.18 -0.04 -0.20
0.03 0.01 0.02
0.57 0.41 1.04
-0.21 -0.32 0.33
0.39 0.71 0.52
-0.80 0.73 0.74
2.82 -0.19 -2.93
0.65 -0.12 -0.19
-1.99 -4.52 -2.36
1.04 8.03 6.50
2.46 -3.60 -4.05
-2.18 -0.05 1.33
-0.72 -0.24 -0.06
0.53 -0.25 0.00
-0.10 0.13 0.50
-0.47 0.33 -0.29
-1.20 -0.35 0.62
-0.03 0.12 0.20
-0.53 3.71 -1.98
0.31 -0.69 1.97
0.58 -0.93 0.25
1.00 -0.83 0.46
-0.69 0.87 0.53
0.58 -2.25 -0.80
-0.91 1.18 0.04
0.30 -0.40 -0.21
-0.14 -0.03 -0.80
-0.13 0.20 -0.11
-0.21 -0.75 0.08
0.21 0.38 0.49
-0.10 -0.46 -0.30
-0.06 0.14 0.22
-0.21 -0.13 0.17
-0.27 1.19 0.04
1.88 -4.14 -2.18
0.85 0.77 1.11
-1.20 1.99 0.27
0.51 -0.96 0.55
-0.81 0.27 -0.46
-0.21 0.33 0.22
-0.07 -0.01 0.17
-0.19 0.18 -0.43
-0.49 0.37 0.71
-1.12 -0.46 1.10
2.16 0.65 -0.59
-0.30 -1.11 -0.27
-1.21 0.51 0.28
0.16 0.20 -0.26
-0.17 -0.57 0.10
0.31 0.24 -0.28
0.14 0.03 0.01
-0.34 0.11 -0.07
0.36 0.40 -0.01
-0.10 -0.48 -0.64
-0.91 -1.07 0.82
-1.18 -0.16 0.32
1.80 0.76 -1.06
0.10 0.18 -0.10
-0.47 -0.55 0.24
-0.54 0.32 0.12
0.46 0.83 -0.17
-0.04 -0.10 -0.04
0.88 0.28 0.50
-2.50 -0.46 1.14
1.94 1.42 0.28
0.57 -0.58 0.24
-0.98 -0.59 -1.40
0.54 0.33 0.24
0.18 -0.58 -0.30
0.13 0.56 -0.57
-0.13 -0.33 0.26
0.29 0.23 0.33
-0.04 -0.02 -0.22